{
  "formula": "C4H9FO",
  "method": "ωB97M-V/def2-TZVPD",
  "charge": 0,
  "homo_ev": -10.027,
  "largest_force_ev_per_a": 7.76,
  "e_lumo_ev": 0.49,
  "de_lowest_kcal_mol": 161.99,
  "orbital_gap_ev": 10.513,
  "species": ["C", "H", "O", "H", "H", "H", "H", "H", "C", "H", "C", "F", "C", "H", "H"],
  "positions_angstrom": [[-0.135, -0.372, 0.163], [-0.749, 0.140, 1.003], [0.494, -1.543, 0.605], [1.705, 0.746, 0.680], [-1.095, -1.645, -1.298], [-0.281, 2.528, -0.629], [-0.596, -0.702, -0.791], [-0.286, 2.522, 1.270], [0.770, 0.772, -0.019], [-1.474, -2.910, 0.679], [-0.762, -2.431, -0.149], [1.297, 3.183, 0.051], [0.176, 2.278, 0.185], [-0.298, -3.581, -0.772], [1.235, 1.015, -0.980]],
  "lowdin_charge": [-0.422, 0.152, -0.153, 0.148, 0.185, 0.038, 0.024, 0.161, -0.162, 0.088, -0.041, -0.124, -0.132, 0.135, 0.103]
}

=====

{
  "formula": "C38H32BBrF2O6Tc",
  "method": "ωB97M-V/def2-TZVPD",
  "charge": 0,
  "homo_ev": [-9.007, -8.954],
  "spin_multiplicity": 2,
  "largest_force_ev_per_a": 4.19,
  "e_lumo_ev": [-1.84, -1.56],
  "orbital_gap_ev": [7.169, 7.390],
  "s_squared": 0.767,
  "species": ["C", "H", "H", "H", "C", "C", "H", "C", "C", "H", "C", "F", "H", "H", "C", "C", "C", "C", "C", "C", "C", "H", "H", "H", "F", "C", "H", "H", "H", "H", "B", "C", "H", "C", "C", "C", "C", "C", "C", "C", "O", "H", "C", "C", "H", "C", "H", "O", "H", "H", "H", "C", "Br", "C", "C", "H", "C", "C", "Tc", "H", "C", "H", "H", "C", "H", "C", "O", "O", "O", "H", "O", "H", "C", "H", "H", "C", "H", "C", "H", "C", "C"],
  "positions_angstrom": [[-1.220, -0.510, -0.455], [2.122, -2.888, -2.320], [0.517, 1.513, -6.545], [-0.134, 1.701, 3.802], [-4.661, -1.318, 1.060], [-1.714, -0.400, -2.930], [2.267, -1.191, -1.867], [-1.808, -2.540, -1.862], [0.505, -0.239, 3.185], [2.083, 2.225, -4.737], [4.745, 0.246, 3.229], [-1.452, 3.827, 1.928], [2.528, 2.506, 1.053], [-1.652, 0.954, 1.775], [1.035, 2.484, -4.707], [1.498, 3.562, -2.508], [-2.484, 0.296, 1.575], [0.165, 2.100, -5.710], [-0.717, -1.153, 5.512], [-0.118, -1.336, 0.333], [-1.629, 3.197, -4.566], [-2.676, -2.791, -5.117], [-0.087, -3.098, 4.891], [1.020, -2.294, 2.846], [-2.044, 4.396, -0.102], [2.488, -2.209, -1.556], [3.015, -0.979, 3.485], [-1.143, 4.160, -2.708], [-2.385, -4.177, -3.094], [1.466, 0.068, -0.150], [-1.226, 3.668, 0.637], [-2.112, -0.980, -4.123], [1.529, -4.235, 1.071], [2.609, 0.713, 2.231], [3.417, -0.089, 3.027], [1.788, -2.543, -0.232], [1.180, -0.590, 0.695], [-4.632, -0.560, 2.217], [-0.092, -2.042, 4.655], [4.477, 2.192, 1.866], [0.434, 1.460, 1.549], [-1.539, 0.664, -2.876], [-2.353, -2.339, -4.191], [-3.598, -1.288, 0.173], [-2.246, -0.359, -4.997], [0.523, -1.591, 3.500], [-5.456, -0.602, 2.915], [2.120, -1.627, 0.791], [3.565, -2.319, -1.449], [4.874, 3.084, 1.403], [-1.199, 0.901, 5.875], [2.151, -3.953, 0.228], [-3.466, 3.681, -4.478], [0.561, 3.218, -3.627], [-1.171, 2.456, -5.644], [5.370, -0.389, 3.841], [5.280, 1.384, 2.650], [-0.117, 0.652, 4.054], [0.191, 2.323, -0.153], [3.194, -3.969, 0.526], [-3.547, 0.263, 2.461], [6.317, 1.644, 2.806], [-1.857, 2.161, -6.421], [-2.194, -3.116, -3.057], [-3.661, -1.872, -0.731], [-0.721, 0.198, 5.210], [0.377, -2.435, -0.404], [0.902, 3.534, -1.343], [-0.824, 0.782, -0.701], [1.985, -4.653, -0.584], [2.674, 3.797, -2.671], [-1.699, -3.153, -0.983], [1.149, 0.342, 1.933], [-0.594, -1.712, 1.252], [-5.517, -1.938, 0.833], [-0.780, 3.581, -3.546], [-1.192, -1.508, 6.414], [-2.481, -0.505, 0.441], [-3.512, 0.880, 3.346], [3.152, 1.854, 1.660], [-1.560, -1.174, -1.788]],
  "lowdin_charge": [-0.349, 0.093, 0.111, 0.121, -0.072, -0.005, 0.084, -0.059, -0.144, 0.123, -0.066, 0.187, 0.084, 0.080, -0.008, -0.529, -0.024, -0.058, -0.083, -0.119, -0.672, 0.100, 0.105, 0.113, 0.183, 0.032, 0.112, 0.107, 0.104, 0.146, -0.645, -0.072, 0.087, -0.121, -0.010, -0.558, -0.181, -0.086, -0.065, -0.070, -0.310, 0.098, -0.088, -0.014, 0.093, -0.038, 0.101, 0.007, 0.092, 0.106, 0.105, 0.027, 0.749, -0.140, -0.129, 0.105, -0.086, -0.018, 1.621, 0.093, -0.061, 0.102, 0.102, -0.070, 0.103, -0.070, -0.031, -0.226, -0.276, 0.090, 0.131, 0.126, -0.383, 0.157, 0.103, -0.074, 0.101, -0.113, 0.105, -0.029, -0.141]
}

=====

{
  "formula": "C27H27MoN5SSe",
  "method": "ωB97M-V/def2-TZVPD",
  "charge": 2,
  "homo_ev": [-13.695, -13.726],
  "largest_force_ev_per_a": 1.26,
  "e_lumo_ev": [-7.41, -7.40],
  "orbital_gap_ev": [6.284, 6.327],
  "species": ["C", "N", "H", "C", "H", "N", "H", "H", "H", "C", "C", "H", "H", "H", "Se", "H", "C", "C", "C", "S", "N", "C", "H", "H", "H", "C", "H", "Mo", "C", "N", "C", "C", "C", "N", "C", "H", "C", "H", "C", "C", "C", "C", "C", "C", "H", "C", "C", "H", "H", "H", "C", "H", "C", "H", "H", "H", "H", "H", "H", "H", "C", "C"],
  "positions_angstrom": [[-0.142, -1.486, 3.073], [1.039, -1.707, 0.894], [-3.019, 1.079, -4.886], [3.022, -2.534, -2.058], [3.257, -5.503, -0.432], [-1.675, 0.929, 0.433], [-0.194, -0.427, 2.871], [0.751, -3.966, 3.366], [1.860, 0.779, 1.280], [0.682, -2.247, 2.077], [-3.118, 2.679, 0.513], [0.279, -1.607, 4.071], [-5.210, 0.284, -3.385], [2.458, 0.766, 3.646], [-1.177, -1.590, -1.093], [-1.162, -1.872, 3.102], [3.038, 2.837, 3.669], [-0.587, 0.214, -3.795], [-4.525, -1.206, -1.139], [1.871, -0.142, -1.377], [-1.961, 0.054, -3.318], [-2.336, -0.602, -2.210], [-0.620, 0.716, -4.756], [3.367, -2.052, -2.966], [-3.972, -2.006, -0.657], [2.228, 2.897, 0.987], [2.827, 4.958, 1.026], [0.201, 0.139, 0.155], [1.699, 2.914, -0.426], [0.411, 2.218, -0.415], [-0.658, 2.935, -0.291], [3.148, 4.001, 2.920], [1.786, -4.319, 1.537], [-3.671, -0.568, -2.151], [-2.840, 0.497, 0.981], [-4.833, -0.467, -0.398], [2.258, -1.831, -1.157], [1.563, 3.942, -0.764], [-3.081, 0.524, -3.963], [2.198, -3.770, 0.305], [2.743, 4.035, 1.592], [-3.741, 1.548, 1.065], [2.137, 1.739, 1.756], [3.371, -3.869, -1.802], [-0.121, -0.762, -3.908], [2.976, -4.478, -0.644], [-1.844, 2.278, 0.136], [3.970, -4.408, -2.527], [-4.734, 1.501, 1.492], [-0.612, 4.009, -0.440], [2.529, 1.688, 3.082], [2.071, -5.336, 1.789], [1.823, -2.446, 0.028], [-0.015, 0.809, -3.088], [-2.966, -0.534, 1.279], [3.545, 4.898, 3.378], [2.381, 2.422, -1.118], [-5.395, -1.623, -1.636], [3.352, 2.825, 4.704], [-3.533, 3.674, 0.416], [-4.154, 0.132, -3.230], [1.056, -3.567, 2.408]],
  "lowdin_charge": [-0.016, -0.091, 0.143, -0.053, 0.133, -0.200, 0.050, 0.134, 0.021, -0.271, 0.007, 0.104, 0.145, 0.110, 0.871, 0.102, -0.053, -0.015, 0.009, 0.762, -0.098, -0.591, 0.107, 0.123, 0.070, -0.208, 0.125, 1.163, -0.174, -0.156, -0.045, -0.040, 0.054, -0.087, -0.193, 0.085, -0.565, 0.129, 0.008, -0.134, -0.014, -0.064, -0.090, -0.029, 0.094, 0.016, -0.294, 0.127, 0.115, 0.153, -0.058, 0.142, -0.276, 0.040, 0.097, 0.121, 0.082, 0.110, 0.118, 0.124, 0.006, 0.014]
}

=====

{
  "formula": "C2H5B",
  "method": "ωB97M-V/def2-TZVPD",
  "charge": 0,
  "homo_ev": -8.359,
  "largest_force_ev_per_a": 7.10,
  "e_lumo_ev": 0.55,
  "de_lowest_kcal_mol": 33.10,
  "smiles": "C=BC",
  "orbital_gap_ev": 8.907,
  "species": ["H", "B", "H", "C", "C", "H", "H", "H"],
  "positions_angstrom": [[1.721, -1.082, -0.001], [-0.300, 0.067, 0.039], [1.836, 0.395, 0.934], [1.536, 0.033, 0.059], [-1.771, -0.005, -0.037], [-2.183, -0.328, -0.955], [-2.596, 0.173, 0.686], [1.757, 0.747, -0.725]],
  "lowdin_charge": [0.058, 0.072, -0.041, -0.043, -0.050, -0.034, 0.011, 0.026]
}

=====

{
  "formula": "C13H17CaN4O4PS3",
  "method": "ωB97M-V/def2-TZVPD",
  "charge": 0,
  "homo_ev": -7.825,
  "largest_force_ev_per_a": 0.58,
  "e_lumo_ev": -0.14,
  "orbital_gap_ev": 7.682,
  "species": ["H", "H", "O", "N", "C", "H", "H", "C", "Ca", "N", "H", "H", "C", "H", "C", "C", "C", "H", "H", "C", "H", "C", "C", "O", "S", "N", "H", "H", "C", "H", "C", "N", "C", "H", "H", "H", "S", "S", "O", "O", "H", "P", "C"],
  "positions_angstrom": [[-2.804, 3.800, 1.388], [2.342, 1.439, 1.630], [-2.334, -1.685, 1.254], [2.892, -2.134, 0.382], [-2.841, 2.075, 0.124], [-3.174, 4.623, -2.805], [2.433, -2.387, -1.646], [-2.984, 4.351, -0.678], [-2.632, -1.983, -0.958], [1.670, -0.566, 1.797], [-2.764, 1.346, 0.923], [1.197, -2.981, -0.527], [3.909, -1.115, 0.183], [3.017, 0.431, -1.783], [-2.935, 1.628, -1.190], [-3.079, 3.916, -1.990], [2.454, 0.527, -0.853], [4.373, -1.250, -0.793], [4.675, -1.226, 0.954], [-3.052, 2.552, -2.240], [1.426, -2.668, 1.790], [0.527, -0.301, 0.866], [-3.005, 0.155, -2.896], [-2.483, -4.079, 1.701], [-3.144, 1.680, -3.756], [3.367, 0.242, 0.266], [2.989, -2.079, 2.454], [-0.324, -0.904, 1.177], [1.914, -2.181, -0.709], [0.248, 0.749, 0.976], [2.775, 0.443, 1.551], [-2.911, 0.303, -1.590], [2.261, -1.982, 1.647], [2.126, 1.567, -0.788], [-3.007, 5.412, -0.467], [3.522, 0.295, 2.332], [-2.974, -1.360, -3.680], [-1.578, -2.999, 1.397], [-1.009, -3.175, -0.004], [-0.479, -2.818, 2.350], [1.315, -0.498, 2.752], [0.948, -0.601, -0.914], [-2.867, 3.437, 0.370]],
  "lowdin_charge": [0.100, 0.139, -0.550, -0.145, -0.028, 0.107, 0.094, -0.100, 1.320, -0.055, 0.110, 0.070, -0.173, 0.087, -0.331, -0.095, -0.319, 0.132, 0.132, -0.470, 0.108, -0.278, -1.201, -0.324, 1.012, -0.152, 0.144, 0.035, -0.307, 0.098, -0.127, -0.156, -0.099, 0.087, 0.100, 0.139, 0.429, 0.242, -0.566, -0.367, 0.185, 1.064, -0.093]
}

=====

{
  "formula": "C35H28BN13OSZr",
  "method": "ωB97M-V/def2-TZVPD",
  "charge": 2,
  "homo_ev": -13.338,
  "largest_force_ev_per_a": 0.96,
  "e_lumo_ev": -6.87,
  "de_lowest_kcal_mol": 89.05,
  "orbital_gap_ev": 6.472,
  "species": ["C", "H", "H", "C", "C", "H", "C", "H", "H", "C", "C", "H", "C", "N", "N", "C", "N", "Zr", "N", "C", "H", "C", "H", "C", "C", "C", "C", "H", "C", "N", "C", "S", "C", "N", "H", "N", "N", "N", "C", "N", "H", "B", "C", "C", "H", "H", "C", "C", "C", "C", "H", "C", "H", "H", "C", "H", "C", "N", "C", "O", "C", "C", "N", "H", "H", "C", "H", "H", "H", "H", "C", "C", "H", "C", "H", "N", "C", "H", "H", "H"],
  "positions_angstrom": [[-2.631, -2.781, 2.823], [-1.416, 4.138, -2.516], [-2.763, 2.203, 7.158], [2.033, -3.610, 1.055], [-2.247, -1.999, -2.185], [-3.602, -2.799, 3.298], [1.532, 2.155, 0.085], [-0.556, 3.184, 6.644], [0.690, 2.565, -5.214], [3.106, 0.233, -4.420], [1.066, 1.943, -4.401], [2.967, 3.588, 0.701], [-2.267, 0.822, 4.114], [1.372, 0.399, -1.484], [1.098, -4.400, 4.490], [-2.894, 1.122, 5.314], [0.979, 1.298, 0.867], [-0.389, -0.252, -0.177], [0.789, -2.379, -0.611], [-2.275, 1.970, 6.221], [1.466, 0.326, -5.902], [-2.832, -0.606, -3.766], [-3.861, 0.696, 5.542], [1.649, -2.808, -1.531], [-0.261, -2.756, 1.492], [0.931, -2.873, 0.643], [2.033, 2.713, -3.561], [-2.744, 0.165, 3.400], [2.752, -3.607, -1.218], [-1.378, 2.183, -1.786], [1.720, 0.549, -4.871], [2.569, -5.055, 4.516], [0.927, -3.907, 3.271], [3.066, -4.681, 3.030], [2.595, 3.482, -4.082], [0.674, 1.720, 2.147], [0.057, 1.156, -3.705], [-1.337, -2.187, 0.909], [-3.027, -1.908, -3.318], [-1.618, -0.829, -1.945], [4.001, 0.303, -5.018], [-1.322, 1.409, -3.198], [-0.295, -3.298, 2.771], [2.052, -4.067, 2.436], [0.559, 2.663, 4.502], [-3.230, -0.090, -4.624], [1.902, 3.546, 0.452], [-1.517, -3.301, 3.448], [2.986, -3.957, 0.092], [-1.820, 3.802, -0.331], [3.849, -4.544, 0.377], [-1.504, 3.497, -1.653], [3.112, 3.198, -1.852], [-2.103, 2.347, 1.323], [-1.869, 2.578, 0.297], [1.729, 4.219, -0.385], [-0.406, 2.235, 4.734], [-1.594, 1.582, -0.576], [3.070, -0.107, -3.137], [-0.939, 0.160, 1.763], [-2.492, -2.201, 1.564], [-0.369, 1.066, 2.546], [1.740, -0.278, -2.650], [3.896, -0.333, -2.476], [-3.332, -1.720, 1.078], [2.372, 2.531, -2.277], [1.340, 3.867, 1.324], [-2.101, -2.831, -1.516], [3.410, -3.929, -2.012], [1.464, -2.507, -2.548], [1.746, 1.633, -1.312], [0.784, -0.048, -3.820], [-2.005, 2.068, -3.936], [-1.033, 2.525, 5.932], [0.224, -0.968, -4.003], [-2.001, 0.025, -2.944], [-1.024, 1.379, 3.821], [-1.577, -3.733, 4.439], [-2.024, 4.769, 0.092], [-3.653, -2.666, -3.752]],
  "lowdin_charge": [-0.002, 0.140, 0.117, -0.066, -0.127, 0.127, -0.229, 0.116, 0.155, -0.006, -0.157, 0.116, -0.024, -0.019, -0.193, -0.055, -0.048, 1.931, 0.019, -0.048, 0.156, -0.027, 0.112, -0.088, -0.166, -0.157, 0.037, 0.100, 0.005, -0.018, -0.102, 1.097, -0.299, -0.194, 0.137, 0.121, 0.048, -0.022, -0.011, -0.112, 0.121, -0.517, -0.060, -0.300, 0.116, 0.143, 0.007, 0.062, 0.054, -0.005, 0.137, -0.045, 0.123, 0.115, -0.108, 0.092, -0.011, -0.094, -0.078, -0.250, -0.096, -0.404, -0.091, 0.132, 0.135, -0.013, 0.086, 0.106, 0.126, 0.108, -0.163, -0.205, 0.125, -0.050, 0.153, -0.021, -0.161, 0.138, 0.116, 0.114]
}

=====

{
  "formula": "C3H3NO4",
  "method": "ωB97M-V/def2-TZVPD",
  "charge": 0,
  "homo_ev": -10.231,
  "largest_force_ev_per_a": 5.83,
  "e_lumo_ev": 0.54,
  "de_lowest_kcal_mol": 104.79,
  "smiles": "O=C1OCOC=NO1",
  "orbital_gap_ev": 10.774,
  "species": ["O", "C", "H", "O", "O", "H", "C", "C", "N", "H", "O"],
  "positions_angstrom": [[-0.749, 0.839, 0.827], [-1.211, -0.177, -0.031], [1.045, -1.015, 1.552], [1.864, -0.245, -0.292], [-2.386, -0.254, -0.459], [1.883, 1.430, -1.223], [1.284, 0.990, -0.396], [1.032, -1.236, 0.501], [0.164, 1.505, 0.059], [1.316, -2.196, 0.302], [-0.232, -1.117, -0.263]],
  "lowdin_charge": [-0.010, -0.439, 0.140, -0.034, 0.134, 0.154, -0.153, 0.007, 0.059, 0.107, 0.034]
}

=====

{
  "formula": "C4H7I2N",
  "method": "ωB97M-V/def2-TZVPD",
  "charge": 0,
  "homo_ev": -9.403,
  "largest_force_ev_per_a": 6.35,
  "e_lumo_ev": 0.17,
  "de_lowest_kcal_mol": 8.32,
  "smiles": "[H]/N=C/[C@](C)(I)CI",
  "orbital_gap_ev": 9.578,
  "species": ["C", "N", "H", "H", "C", "I", "H", "I", "C", "C", "H", "H", "H", "H"],
  "positions_angstrom": [[-0.337, 0.466, 1.264], [-0.410, 1.708, 1.368], [0.220, -2.263, 0.556], [0.403, -1.858, -1.229], [-0.441, -0.122, -0.066], [-2.368, -1.037, -0.205], [-0.646, 1.507, -1.593], [2.589, -0.906, -0.301], [-0.011, 0.754, -1.290], [0.569, -1.521, -0.177], [-0.265, 1.973, 2.305], [-0.400, -0.099, 2.188], [0.224, 0.076, -1.967], [0.874, 1.322, -0.853]],
  "lowdin_charge": [-0.392, 0.135, 0.030, 0.016, -0.927, 0.895, 0.052, 0.828, -0.159, -0.700, 0.041, 0.118, -0.002, 0.064]
}